No. 1
Computed, not measured: the molecule C2HN3S, with the ωB97M-V functional and the def2-TZVPD basis.

LUMO level, eV: -1.520
Gap between HOMO and LUMO, eV: 7.8693
Largest force on an atom, eV Å⁻¹: 3.13
Net charge: 0

Bonds (Å) are listed after each position.
Positions of all 7 atoms, in Å:
1 C 0.853 -0.618 0.480  N3 1.238, N5 1.746, H7 1.061
2 C -0.717 0.722 -0.428  N4 1.294, N5 1.335, S6 1.709
3 N 0.771 0.492 1.022  C1 1.238, N4 1.357
4 N -0.227 1.314 0.613  C2 1.294, N3 1.357
5 N -0.253 -0.453 -0.860  C1 1.746, C2 1.335, S6 1.819
6 S -1.945 -0.013 -1.363  C2 1.709, N5 1.819
7 H 1.519 -1.443 0.536  C1 1.061

How positive or negative is each atom? The natural (NBO) charges in e answer that:
1. C 0.220
2. C 0.191
3. N -0.215
4. N -0.325
5. N -0.552
6. S 0.447
7. H 0.234

No. 2
Computed, not measured: the ion C5H15N2 with charge +1, with the ωB97M-V functional and the def2-TZVPD basis.

LUMO level, eV: -2.781
Gap between HOMO and LUMO, eV: 11.5881
Largest force on an atom, eV Å⁻¹: 3.60
Net charge: +1

Bonds (Å) are listed after each position.
Positions of all 22 atoms, in Å:
1 C 1.809 1.708 1.601  C5 1.565, H8 1.083, H9 1.221, H10 1.140
2 C -0.819 -1.450 0.611  N7 1.473, H11 1.108, H12 1.135, H13 1.076
3 C 0.245 -1.441 -1.671  N7 1.535, H14 1.077, H15 1.099, H16 1.150
4 C -1.610 0.153 -0.948  N7 1.499, H17 1.065, H18 1.146, H19 1.140
5 C 0.500 1.030 1.075  C1 1.565, N6 1.497, H20 1.130, H21 1.033
6 N 0.652 0.292 -0.219  C5 1.497, N7 1.433, H22 1.037
7 N -0.398 -0.629 -0.538  C2 1.473, C3 1.535, C4 1.499, N6 1.433
8 H 2.265 1.155 2.413  C1 1.083
9 H 2.688 1.620 0.758  C1 1.221
10 H 1.610 2.817 1.776  C1 1.140
11 H -1.088 -0.881 1.522  C2 1.108
12 H -1.682 -2.122 0.303  C2 1.135
13 H 0.054 -2.009 0.898  C2 1.076
14 H 1.209 -1.704 -1.270  C3 1.077
15 H -0.242 -2.401 -1.896  C3 1.099
16 H 0.236 -0.802 -2.626  C3 1.150
17 H -1.398 1.034 -1.506  C4 1.065
18 H -2.445 -0.402 -1.505  C4 1.146
19 H -2.113 0.373 0.051  C4 1.140
20 H 0.225 0.237 1.832  C5 1.130
21 H -0.268 1.719 1.028  C5 1.033
22 H 0.736 0.957 -1.011  N6 1.037

Atomic partial charges in e from the natural (NBO) method, atoms 1 to 8:
1. C -0.625
2. C -0.436
3. C -0.404
4. C -0.442
5. C -0.245
6. N -0.454
7. N -0.076
8. H 0.238

No. 3
Computed, not measured: a cluster of 10 separate species, C18H54BF4O18 in total, with the ωB97M-V functional and the def2-TZVPD basis.

LUMO level, eV: 1.968
Gap between HOMO and LUMO, eV: 9.8417
Largest force on an atom, eV Å⁻¹: 3.93
Net charge: -1

Bonds (Å) are listed after each position.
Positions of all 95 atoms, in Å:
1 B -8.299 -12.417 -12.799  F2 1.363, F3 1.389, F4 1.416, F5 1.359
2 F -8.139 -11.065 -12.857  B1 1.363
3 F -8.659 -13.022 -13.996  B1 1.389
4 F -7.068 -12.886 -12.278  B1 1.416
5 F -9.279 -12.742 -11.916  B1 1.359
6 C -17.903 -14.007 -11.265  C7 1.568, O9 1.396, H10 1.090, H11 1.090
7 C -16.565 -13.982 -10.449  C6 1.568, O8 1.435, H12 1.090, H13 1.090
8 O -16.875 -13.921 -9.050  C7 1.435, H14 0.960
9 O -18.483 -12.737 -11.248  C6 1.396, H15 0.960
10 H -18.648 -14.713 -10.897  C6 1.090
11 H -17.681 -14.292 -12.293  C6 1.090
12 H -16.046 -13.062 -10.719  C7 1.090
13 H -15.986 -14.900 -10.550  C7 1.090
14 H -17.193 -13.048 -8.807  O8 0.960
15 H -19.062 -12.703 -10.483  O9 0.960
16 C -2.071 -8.639 -13.879  C17 1.585, O19 1.394, H20 1.090, H21 1.090
17 C -0.727 -7.798 -13.860  C16 1.585, O18 1.352, H22 1.090, H23 1.090
18 O -0.715 -6.966 -12.795  C17 1.352, H24 0.960
19 O -2.062 -9.615 -12.883  C16 1.394, H25 0.960
20 H -2.181 -9.202 -14.805  C16 1.090
21 H -2.973 -8.054 -13.696  C16 1.090
22 H -0.514 -7.223 -14.761  C17 1.090
23 H 0.009 -8.593 -13.740  C17 1.090
24 H -0.732 -7.497 -11.995  O18 0.960
25 H -2.951 -9.920 -12.688  O19 0.960
26 C -12.908 -20.457 -13.365  C27 1.657, O29 1.453, H30 1.090, H31 1.090
27 C -11.694 -19.353 -13.600  C26 1.657, O28 1.417, H32 1.090, H33 1.090
28 O -12.265 -18.164 -14.117  C27 1.417, H34 0.960
29 O -13.508 -20.730 -14.660  C26 1.453, H35 0.960
30 H -13.548 -20.029 -12.593  C26 1.090
31 H -12.424 -21.358 -12.989  C26 1.090
32 H -10.803 -19.708 -14.117  C27 1.090
33 H -11.222 -19.020 -12.675  C27 1.090
34 H -11.607 -17.470 -14.206  O28 0.960
35 H -12.785 -21.001 -15.231  O29 0.960
36 C -13.326 -9.334 -16.193  C37 1.511, O39 1.429, H40 1.090, H41 1.090
37 C -14.257 -10.115 -15.294  C36 1.511, O38 1.423, H42 1.090, H43 1.090
38 O -15.619 -9.952 -15.671  C37 1.423, H44 0.960
39 O -13.411 -7.928 -15.953  C36 1.429, H45 0.960
40 H -13.698 -9.458 -17.209  C36 1.090
41 H -12.278 -9.629 -16.143  C36 1.090
42 H -14.063 -9.835 -14.259  C37 1.090
43 H -13.985 -11.169 -15.339  C37 1.090
44 H -16.144 -10.409 -15.010  O38 0.960
45 H -12.887 -7.674 -15.189  O39 0.960
46 C -8.611 -2.208 -11.521  C47 1.602, O49 1.400, H50 1.090, H51 1.090
47 C -9.001 -3.581 -12.249  C46 1.602, O48 1.463, H52 1.090, H53 1.090
48 O -10.369 -3.960 -11.896  C47 1.463, H54 0.960
49 O -8.479 -2.505 -10.160  C46 1.400, H55 0.960
50 H -9.325 -1.385 -11.540  C46 1.090
51 H -7.623 -1.830 -11.783  C46 1.090
52 H -8.286 -4.352 -11.962  C47 1.090
53 H -8.917 -3.542 -13.335  C47 1.090
54 H -10.329 -4.473 -11.086  O48 0.960
55 H -8.593 -1.651 -9.737  O49 0.960
56 C -8.273 -10.634 -20.840  C57 1.529, O59 1.463, H60 1.090, H61 1.090
57 C -7.062 -10.023 -20.135  C56 1.529, O58 1.422, H62 1.090, H63 1.090
58 O -6.658 -8.909 -20.922  C57 1.422, H64 0.960
59 O -7.989 -11.502 -21.982  C56 1.463, H65 0.960
60 H -8.846 -9.803 -21.254  C56 1.090
61 H -8.957 -11.180 -20.191  C56 1.090
62 H -6.283 -10.763 -19.947  C57 1.090
63 H -7.345 -9.671 -19.143  C57 1.090
64 H -6.371 -9.104 -21.817  O58 0.960
65 H -7.436 -10.980 -22.568  O59 0.960
66 C -6.620 -15.329 -6.373  C67 1.572, O69 1.429, H70 1.090, H71 1.090
67 C -6.137 -16.042 -5.058  C66 1.572, O68 1.451, H72 1.090, H73 1.090
68 O -7.227 -16.050 -4.101  C67 1.451, H74 0.960
69 O -7.505 -16.088 -7.200  C66 1.429, H75 0.960
70 H -5.756 -15.141 -7.011  C66 1.090
71 H -7.190 -14.432 -6.131  C66 1.090
72 H -5.343 -15.409 -4.663  C67 1.090
73 H -5.825 -17.070 -5.244  C67 1.090
74 H -7.119 -16.889 -3.646  O68 0.960
75 H -7.752 -15.445 -7.869  O69 0.960
76 C -10.495 -7.765 -7.482  C77 1.489, O79 1.379, H80 1.090, H81 1.090
77 C -11.205 -6.884 -6.515  C76 1.489, O78 1.429, H82 1.090, H83 1.090
78 O -12.604 -7.137 -6.375  C77 1.429, H84 0.960
79 O -11.214 -8.116 -8.605  C76 1.379, H85 0.960
80 H -10.097 -8.592 -6.894  C76 1.090
81 H -9.588 -7.351 -7.922  C76 1.090
82 H -11.125 -5.853 -6.860  C77 1.090
83 H -10.791 -6.744 -5.517  C77 1.090
84 H -12.967 -7.163 -7.264  O78 0.960
85 H -10.740 -8.748 -9.150  O79 0.960
86 C -3.140 -19.422 -11.311  C87 1.515, O89 1.463, H90 1.090, H91 1.090
87 C -1.862 -20.234 -11.383  C86 1.515, O88 1.433, H92 1.090, H93 1.090
88 O -2.118 -21.502 -11.998  C87 1.433, H94 0.960
89 O -4.004 -19.852 -10.211  C86 1.463, H95 0.960
90 H -3.610 -19.513 -12.290  C86 1.090
91 H -2.871 -18.370 -11.215  C86 1.090
92 H -1.483 -20.294 -10.363  C87 1.090
93 H -1.230 -19.589 -11.993  C87 1.090
94 H -2.620 -21.976 -11.331  O88 0.960
95 H -4.725 -19.236 -10.059  O89 0.960

Atomic partial charges in e from the Mulliken method, atoms 1 to 8:
1. B 0.648
2. F -0.398
3. F -0.413
4. F -0.440
5. F -0.398
6. C -0.369
7. C -0.269
8. O -0.541

No. 4
Computed, not measured: a cluster of 2 separate species, C3H8NO in total, with the ωB97M-V functional and the def2-TZVPD basis.

LUMO level, eV: 4.334
Gap between HOMO and LUMO, eV: 6.3656
Largest force on an atom, eV Å⁻¹: 3.85
Net charge: -1

Bonds (Å) are listed after each position.
Positions of all 13 atoms, in Å:
1 C 2.017 0.300 -0.272  O2 1.456, H3 1.135, H4 1.136, H5 1.098
2 O 1.206 1.445 0.116  C1 1.456, H13 0.954
3 H 1.393 -0.605 0.010  C1 1.135
4 H 1.962 0.337 -1.406  C1 1.136
5 H 3.028 0.534 0.088  C1 1.098
6 C -1.304 -0.998 1.160  C7 1.379, H9 1.202, H10 1.061
7 C -1.362 -0.450 -0.105  C6 1.379, N8 1.373, H11 1.140
8 N -1.452 0.867 -0.480  C7 1.373, H12 1.062
9 H -1.665 -0.272 2.047  C6 1.202
10 H -1.009 -1.992 1.387  C6 1.061
11 H -1.433 -1.131 -1.017  C7 1.140
12 H -1.651 0.639 -1.498  N8 1.062
13 H 0.270 1.326 -0.030  O2 0.954

Atomic partial charges in e from the natural (NBO) method, atoms 1 to 8:
1. C -0.281
2. O -0.803
3. H 0.204
4. H 0.143
5. H 0.170
6. C -0.744
7. C 0.012
8. N -0.956

No. 5
Computed, not measured: the ion C28H55N4O3 with charge -1, with the ωB97M-V functional and the def2-TZVPD basis.

LUMO level, eV: 2.425
Gap between HOMO and LUMO, eV: 6.8334
Largest force on an atom, eV Å⁻¹: 3.43
Net charge: -1

Bonds (Å) are listed after each position.
Positions of all 90 atoms, in Å:
1 C 2.060 2.742 -5.637  C2 1.229, H36 1.100
2 C 2.481 2.109 -4.672  C1 1.229, C3 1.564
3 C 3.352 1.436 -3.560  C2 1.564, N4 1.482, H37 1.117, H38 1.125
4 N 2.640 1.494 -2.261  C3 1.482, C5 1.484, C10 1.482
5 C 2.942 2.835 -1.703  N4 1.484, C6 1.601, H39 1.127, H40 1.124
6 C 1.650 3.622 -1.179  C5 1.601, N7 1.483, N8 1.501, N9 1.462
7 N 1.400 3.435 0.271  C6 1.483, H41 1.027, H42 1.025
8 N 1.988 5.077 -1.331  C6 1.501, H43 1.022, H44 1.029
9 N 0.492 3.403 -2.044  C6 1.462, H45 1.016, H46 1.017
10 C 3.047 0.377 -1.376  N4 1.482, C11 1.560, C21 1.579, C33 1.603
11 C 2.720 0.568 0.137  C10 1.560, C12 1.597, H47 1.120, H48 1.127
12 C 3.220 -0.640 1.054  C11 1.597, C13 1.566, H49 1.114, H50 1.121
13 C 2.178 -0.831 2.207  C12 1.566, C14 1.574, H51 1.126, H52 1.118
14 C 2.643 -1.946 3.217  C13 1.574, C15 1.579, H53 1.128, H54 1.124
15 C 1.998 -1.831 4.653  C14 1.579, C16 1.568, H55 1.128, H56 1.124
16 C 0.560 -1.207 4.695  C15 1.568, C17 1.587, H57 1.121, H58 1.124
17 C -0.591 -2.061 4.012  C16 1.587, C18 1.575, H59 1.128, H60 1.125
18 C -0.324 -3.609 3.890  C17 1.575, C19 1.596, H61 1.112, H62 1.127
19 C 0.048 -4.019 2.393  C18 1.596, C20 1.592, H63 1.113, H64 1.123
20 C -1.138 -4.844 1.722  C19 1.592, H65 1.121, H66 1.119, H67 1.120
21 C 2.408 -0.969 -1.901  C10 1.579, C22 1.572, H68 1.116, H69 1.123
22 C 1.020 -1.352 -1.270  C21 1.572, C23 1.574, H70 1.128, H71 1.116
23 C -0.128 -0.296 -1.481  C22 1.574, C24 1.595, H72 1.122, H73 1.119
24 C -1.539 -1.036 -1.556  C23 1.595, C25 1.582, H74 1.124, H75 1.126
25 C -2.445 -0.743 -0.292  C24 1.582, C26 1.588, H76 1.126, H77 1.116
26 C -3.961 -1.088 -0.621  C25 1.588, C27 1.577, H78 1.116, H79 1.127
27 C -4.912 -0.804 0.605  C26 1.577, C28 1.587, H80 1.122, H81 1.120
28 C -5.296 0.725 0.785  C27 1.587, C29 1.580, H82 1.126, H83 1.121
29 C -5.758 1.446 -0.543  C28 1.580, C30 1.593, H84 1.122, H85 1.122
30 C -4.558 2.370 -1.039  C29 1.593, O31 1.429, H86 1.123, H87 1.120
31 O -4.467 2.450 -2.463  C30 1.429, C32 1.429
32 C -3.270 1.864 -2.979  O31 1.429, H88 1.125, H89 1.116, H90 1.122
33 C 4.634 0.173 -1.461  C10 1.603, O34 1.254, O35 1.307
34 O 5.359 0.852 -0.696  C33 1.254
35 O 5.179 -0.664 -2.305  C33 1.307
36 H 1.782 3.548 -6.332  C1 1.100
37 H 3.520 0.390 -3.916  C3 1.117
38 H 4.377 1.897 -3.514  C3 1.125
39 H 3.756 2.829 -0.923  C5 1.127
40 H 3.344 3.499 -2.517  C5 1.124
41 H 1.083 4.355 0.600  N7 1.027
42 H 0.581 2.822 0.321  N7 1.025
43 H 2.145 5.284 -2.320  N8 1.022
44 H 2.931 5.140 -0.923  N8 1.029
45 H -0.318 3.923 -1.719  N9 1.016
46 H 0.301 2.414 -2.188  N9 1.017
47 H 3.199 1.474 0.590  C11 1.120
48 H 1.621 0.698 0.352  C11 1.127
49 H 3.454 -1.561 0.473  C12 1.114
50 H 4.184 -0.302 1.515  C12 1.121
51 H 2.100 0.133 2.783  C13 1.126
52 H 1.160 -1.116 1.842  C13 1.118
53 H 3.752 -1.792 3.359  C14 1.128
54 H 2.560 -2.972 2.768  C14 1.124
55 H 2.660 -1.131 5.237  C15 1.128
56 H 2.079 -2.812 5.196  C15 1.124
57 H 0.524 -0.190 4.225  C16 1.121
58 H 0.270 -1.046 5.769  C16 1.124
59 H -1.495 -1.951 4.677  C17 1.128
60 H -0.903 -1.600 3.035  C17 1.125
61 H 0.380 -4.024 4.644  C18 1.112
62 H -1.314 -4.112 4.083  C18 1.127
63 H 0.976 -4.629 2.324  C19 1.113
64 H 0.135 -3.088 1.771  C19 1.123
65 H -1.642 -5.499 2.479  C20 1.121
66 H -1.912 -4.171 1.275  C20 1.119
67 H -0.765 -5.510 0.902  C20 1.120
68 H 2.291 -1.027 -3.009  C21 1.116
69 H 3.117 -1.796 -1.629  C21 1.123
70 H 0.683 -2.288 -1.800  C22 1.128
71 H 1.052 -1.612 -0.185  C22 1.116
72 H 0.025 0.294 -2.423  C23 1.122
73 H -0.218 0.454 -0.655  C23 1.119
74 H -2.075 -0.792 -2.513  C24 1.124
75 H -1.420 -2.156 -1.577  C24 1.126
76 H -2.163 -1.461 0.528  C25 1.126
77 H -2.368 0.307 0.078  C25 1.116
78 H -4.290 -0.590 -1.564  C26 1.116
79 H -4.048 -2.195 -0.815  C26 1.127
80 H -4.436 -1.118 1.571  C27 1.122
81 H -5.883 -1.357 0.530  C27 1.120
82 H -6.163 0.775 1.501  C28 1.126
83 H -4.472 1.304 1.276  C28 1.121
84 H -6.622 2.144 -0.384  C29 1.122
85 H -6.019 0.707 -1.345  C29 1.122
86 H -4.638 3.395 -0.588  C30 1.123
87 H -3.625 1.917 -0.616  C30 1.120
88 H -3.038 2.362 -3.960  C32 1.125
89 H -2.372 2.005 -2.331  C32 1.116
90 H -3.477 0.790 -3.227  C32 1.122

Atomic partial charges in e from the Mulliken method, atoms 1 to 8:
1. C -0.027
2. C -0.734
3. C -0.819
4. N 0.925
5. C -1.525
6. C 1.023
7. N -0.569
8. N -0.939

No. 6
Computed, not measured: the molecule C2H6N4O2, with the ωB97M-V functional and the def2-TZVPD basis.

LUMO level, eV: 0.396
Gap between HOMO and LUMO, eV: 9.6272
Largest force on an atom, eV Å⁻¹: 7.98
Net charge: 0

Bonds (Å) are listed after each position.
Positions of all 14 atoms, in Å:
1 C -0.127 1.137 -1.333  N9 1.364, N10 1.221, O13 1.563
2 C -0.260 -0.736 0.433  N11 1.229, N12 1.479, O13 1.428
3 H 1.592 1.218 -2.489  N9 1.150
4 H 0.447 2.437 -2.809  N9 1.152
5 H -1.153 1.580 0.255  N10 1.105
6 H -1.903 -0.804 -0.197  N11 1.032
7 H 1.463 -0.127 1.634  N12 1.160
8 H -0.298 -1.344 2.960  O14 1.168
9 N 0.448 1.313 -2.557  C1 1.364, H3 1.150, H4 1.152
10 N -0.872 1.917 -0.759  C1 1.221, H5 1.105
11 N -1.447 -0.846 0.728  C2 1.229, H6 1.032
12 N 0.851 -1.070 1.350  C2 1.479, H7 1.160, O14 1.279
13 O 0.497 -0.089 -0.591  C1 1.563, C2 1.428
14 O 0.667 -1.732 2.429  H8 1.168, N12 1.279

Atomic partial charges in e from the natural (NBO) method, atoms 1 to 8:
1. C 0.679
2. C 0.667
3. H 0.402
4. H 0.405
5. H 0.380
6. H 0.369
7. H 0.329
8. H 0.413